C10H13F2Li2N2O9S2 | ωB97M-V with the def2-TZVPD basis set

Output
frontier orbital gap: 5.5 eV
E: -59507.3958 eV
total charge: -1
relative energy (zero: lowest compared OMol25 entry of this formula, charge and spin): 0.738 eV
molar mass: 421.23 u

Atoms and positions in Å:
Li1 -20.8892 3.7217 42.3764
Li2 -18.7703 5.0678 41.2054
C1 -19.4916 -0.2237 43.0733
C2 -18.1748 -0.7438 43.3858
C3 -16.9314 0.2407 43.2293
O1 -15.8234 -0.2226 43.4166
C4 -17.2451 1.6116 42.9139
C5 -18.5070 2.0550 42.6277
C6 -19.6951 1.1045 42.7876
O2 -20.8913 1.5059 42.5125
O3 -18.6829 3.2980 42.2994
O4 -17.9432 -1.9210 43.6099
H1 -20.3607 -0.8481 43.2239
H2 -16.4005 2.2914 42.9550
N1 -20.6946 5.3394 41.1289
S1 -21.1404 6.8622 41.1921
O5 -22.4543 7.1130 41.7222
O6 -20.6500 7.7371 40.1509
F1 -20.1148 7.2545 42.3750
S2 -21.6880 5.0237 39.8000
O7 -21.0525 5.4064 38.5713
O8 -23.1152 5.1375 39.9008
F2 -21.5310 3.4489 39.8126
C7 -24.7412 3.4602 44.3651
C8 -23.4115 4.0909 43.9564
C9 -22.2651 3.6167 44.8565
O9 -20.9897 4.1031 44.4612
C10 -20.7422 5.3609 45.0558
N2 -23.0659 3.7452 42.5545
H3 -24.6282 2.3830 44.5134
H4 -25.5383 3.5994 43.6359
H5 -25.0548 3.9030 45.3145
H6 -23.4932 5.1798 44.0098
H7 -22.1954 2.5247 44.8433
H8 -22.4664 3.8291 45.9117
H9 -20.8880 5.4043 46.1400
H10 -21.3893 6.1246 44.6139
H11 -19.7065 5.6751 44.9279
H12 -23.8366 4.0320 41.9524
H13 -23.2318 2.7320 42.5428

Forces on the atoms, in the same order (eV/Å):
Li 0.19 -1.44 0.61
Li 0.49 -1.42 0.69
C 1.47 0.08 1.07
C -0.35 0.24 -1.17
C -1.32 -0.48 0.48
O 0.36 0.28 -0.07
C 0.41 -0.46 0.15
C 0.90 0.18 0.53
C -1.54 -0.27 -1.18
O 0.83 1.62 0.30
O -1.45 1.36 -0.83
O 0.09 -0.20 0.43
H 0.02 -0.15 -0.17
H -0.12 0.18 -0.30
N -2.26 0.41 -2.19
S 0.65 5.23 2.51
O 1.21 -0.53 -0.29
O -0.63 -1.38 0.50
F -0.20 -0.45 0.15
S -0.62 -4.14 -3.29
O -0.18 0.18 1.07
O 1.19 0.87 0.61
F 0.56 0.32 0.53
C 0.27 0.09 0.70
C 0.03 0.12 -0.56
C -0.34 -0.87 0.11
O -0.20 0.34 0.55
C 0.20 0.90 -0.05
N -0.66 -0.93 0.47
H 0.06 -0.01 0.00
H 0.12 0.24 -0.10
H -0.20 -0.15 0.00
H 0.02 0.03 0.01
H 0.03 -0.01 -0.49
H 0.03 0.45 -0.04
H -0.28 -0.54 0.02
H 0.03 0.09 -0.01
H 0.04 -0.33 -0.47
H 0.32 0.64 -0.03
H 0.81 -0.09 -0.24